(w)
DFT (the ωB97M-V functional and the def2-TZVPD basis) results for a single C4H4N2O2 molecule.

Results
E_HOMO ... -9.32 eV
SMILES ... C=Cc1n[nH]c(=O)o1
LUMO level ... 0.137 eV
Molecular weight ... 112.09 g/mol

Atoms and positions in Å:
1 C 3.111 -0.013 0.252
2 C 1.952 -0.599 -0.108
3 C 0.617 0.003 -0.199
4 C -1.616 -0.182 0.029
5 H 3.062 1.018 0.601
6 H 4.096 -0.393 0.157
7 H 1.941 -1.662 -0.304
8 H -1.709 1.921 0.285
9 N 0.202 1.225 -0.168
10 N -1.155 1.105 -0.020
11 O -2.688 -0.674 0.191
12 O -0.450 -0.882 -0.098

***

(x)
DFT (the ωB97M-V functional and the def2-TZVPD basis) results for a molecular structure, C4H4N2O2.

Results
E_HOMO ... -8.87 eV
LUMO level ... 0.288 eV
Molecular weight ... 112.09 g/mol

Atoms and positions in Å:
1 C 0.241 -0.908 -0.314
2 C -0.549 1.137 -0.891
3 C -0.173 1.560 1.067
4 C 0.180 0.406 0.157
5 H 0.045 -3.063 -0.372
6 H 1.694 -2.285 0.521
7 H 0.649 1.945 1.500
8 H -0.934 1.240 1.885
9 N 0.524 -2.087 0.279
10 N -0.775 0.459 -1.989
11 O -0.284 -0.753 -1.626
12 O -0.618 2.350 -0.217

***

Order from most stable to least stable according to the calculation: (w), (x)

***

(w)
DFT (the ωB97M-V functional and the def2-TZVPD basis) results for a molecular structure, C4H4N2O2.

Results
E_HOMO ... -8.98 eV
LUMO level ... -2.320 eV
Molecular weight ... 112.09 g/mol

Atoms and positions in Å:
1 C -2.001 -0.019 -0.250
2 C -0.010 0.819 0.001
3 C 1.400 1.102 0.039
4 C 0.073 -0.595 -0.001
5 H -3.281 -0.237 0.198
6 H -2.122 -0.057 -1.418
7 H 2.068 1.907 0.171
8 H 3.141 -0.054 1.434
9 N 2.043 -0.114 -0.343
10 N 1.225 -1.213 -0.105
11 O -1.317 1.211 0.163
12 O -1.115 -1.225 0.339

***

(x)
DFT (the ωB97M-V functional and the def2-TZVPD basis) results for a single C4H4N2O2 molecule.

Results
E_HOMO ... -9.39 eV
SMILES ... c1onc2c1CON2
LUMO level ... 0.294 eV
Molecular weight ... 112.09 g/mol

Atoms and positions in Å:
1 C 1.374 -0.067 -0.437
2 C -0.644 0.467 0.656
3 C -0.885 -1.497 -0.344
4 C 0.098 -0.550 0.057
5 H 2.257 -0.134 0.457
6 H 1.592 -0.433 -1.410
7 H -0.340 2.526 0.350
8 H -0.765 -2.384 -0.904
9 N 0.216 1.667 0.833
10 N -1.977 0.268 0.943
11 O 1.136 1.303 -0.345
12 O -2.061 -1.165 0.143

***

Order from most stable to least stable according to the calculation: (x), (w)

***

(w)
DFT (the ωB97M-V functional and the def2-TZVPD basis) results for 2 unconnected molecules or ions with the total composition C4H10F2O.

Results
E_HOMO ... -11.43 eV
SMILES ... CCCC(F)F.O
LUMO level ... 0.915 eV
Molecular weight ... 112.12 g/mol

Atoms and positions in Å:
1 F 1.837 3.256 -1.014
2 F -0.076 3.778 -0.125
3 C 0.606 -0.542 0.529
4 C 1.156 3.280 0.124
5 C 0.385 0.892 -0.041
6 C 1.028 1.940 0.836
7 H -0.006 -1.330 0.059
8 H 0.296 -0.435 1.582
9 H 1.664 -0.855 0.504
10 H 1.737 3.978 0.761
11 H 0.806 0.936 -1.063
12 H -0.695 1.127 -0.111
13 H 0.507 1.975 1.812
14 H 2.049 1.551 1.013
15 O -3.571 -6.680 -1.933
16 H -4.016 -7.147 -1.190
17 H -3.707 -5.724 -1.743

***

(x)
DFT (the ωB97M-V functional and the def2-TZVPD basis) results for 2 unconnected molecules or ions with the total composition C4H10F2O.

Results
E_HOMO ... -10.26 eV
SMILES ... FCCF.COC
LUMO level ... 0.904 eV
Molecular weight ... 112.12 g/mol

Atoms and positions in Å:
1 O 0.872 -0.204 -0.795
2 C 2.064 0.151 -1.467
3 C -0.129 -0.576 -1.721
4 H 2.809 0.432 -0.704
5 H 1.910 1.010 -2.142
6 H 2.464 -0.692 -2.056
7 H -0.376 0.251 -2.407
8 H 0.178 -1.450 -2.321
9 H -1.033 -0.842 -1.149
10 F -2.341 -0.844 1.217
11 F -1.832 1.691 2.533
12 C -1.181 -0.504 1.898
13 C -0.912 0.967 1.790
14 H -1.292 -0.813 2.955
15 H -0.337 -1.078 1.467
16 H 0.104 1.196 2.164
17 H -0.967 1.306 0.737

***

Order from most stable to least stable according to the calculation: (w), (x)

***

(w)
DFT (the ωB97M-V functional and the def2-TZVPD basis) results for a molecular structure, C68H76AgGe2N2O4S5.

Results
E_HOMO ... -4.66 eV
LUMO level ... 2.203 eV
Total charge ... -1
Molecular weight ... 1398.79 g/mol

Atoms and positions in Å:
1 Ag 0.694 1.962 -0.249
2 C 2.838 5.842 -2.988
3 N 3.564 5.234 -1.883
4 C 4.858 5.788 -1.526
5 C 2.979 4.206 -1.223
6 O 1.923 3.718 -1.591
7 C 3.694 3.635 -0.007
8 O 2.716 3.406 0.975
9 C 3.188 2.603 2.025
10 C 2.014 1.865 2.650
11 O 0.869 2.065 2.288
12 N 2.338 0.985 3.628
13 C 3.715 0.687 3.968
14 C 1.291 0.161 4.203
15 H 3.156 5.428 -3.950
16 H 3.018 6.917 -2.981
17 H 1.777 5.667 -2.850
18 H 5.176 6.447 -2.331
19 H 5.618 5.013 -1.420
20 H 4.817 6.375 -0.604
21 H 4.475 4.298 0.377
22 H 4.151 2.686 -0.323
23 H 3.686 3.220 2.786
24 H 3.899 1.860 1.649
25 H 4.267 0.284 3.115
26 H 3.716 -0.068 4.752
27 H 4.241 1.565 4.351
28 H 0.345 0.426 3.739
29 H 1.238 0.317 5.285
30 H 1.480 -0.892 3.996
31 C -1.029 -2.455 -6.708
32 C -1.751 -2.266 -5.399
33 C -1.879 -3.311 -4.493
34 C -2.543 -3.148 -3.286
35 C -2.571 -4.266 -2.280
36 C -3.126 -1.911 -2.988
37 C -2.996 -0.841 -3.877
38 C -3.548 0.529 -3.575
39 C -2.302 -1.038 -5.068
40 C -3.947 -1.776 -1.744
41 C -5.300 -2.086 -1.873
42 C -6.158 -1.978 -0.795
43 C -5.654 -1.551 0.422
44 C -4.306 -1.232 0.574
45 C -3.422 -1.351 -0.516
46 Ge -1.558 -0.646 -0.420
47 S -1.727 1.498 -0.521
48 S -0.270 -1.555 1.205
49 Ge 1.335 -1.539 -0.404
50 S 2.647 0.144 -0.158
51 S -0.196 -1.393 -2.050
52 C 2.417 -3.222 -0.581
53 C 2.529 -4.199 0.422
54 C 3.358 -5.308 0.243
55 C 4.125 -5.455 -0.897
56 C 4.035 -4.494 -1.887
57 C 3.176 -3.407 -1.754
58 C 3.056 -2.504 -2.940
59 C 3.829 -1.351 -3.064
60 C 4.879 -0.969 -2.054
61 C 3.631 -0.525 -4.169
62 C 2.704 -0.829 -5.152
63 C 2.449 0.106 -6.303
64 C 2.013 -2.032 -5.055
65 C 2.189 -2.885 -3.978
66 C 1.490 -4.221 -3.961
67 C 1.879 -4.142 1.767
68 C 0.719 -4.874 2.016
69 C -0.008 -5.573 0.898
70 C 0.224 -4.941 3.316
71 C 0.855 -4.295 4.368
72 C 0.304 -4.356 5.768
73 C 2.008 -3.568 4.096
74 C 2.526 -3.472 2.810
75 C 3.767 -2.662 2.549
76 C -3.899 -0.777 1.940
77 C -3.406 -1.697 2.867
78 C -3.262 -3.158 2.533
79 C -3.081 -1.258 4.149
80 C -3.277 0.057 4.540
81 C -2.923 0.521 5.928
82 C -3.824 0.943 3.618
83 C -4.147 0.548 2.328
84 C -4.790 1.527 1.383
85 H -0.553 -3.435 -6.757
86 H -0.256 -1.695 -6.843
87 H -1.718 -2.373 -7.552
88 H -1.428 -4.271 -4.720
89 H -2.190 -5.191 -2.716
90 H -3.579 -4.445 -1.899
91 H -1.943 -4.007 -1.422
92 H -4.124 0.548 -2.653
93 H -4.185 0.877 -4.392
94 H -2.729 1.241 -3.451
95 H -2.189 -0.200 -5.751
96 H -5.669 -2.407 -2.840
97 H -7.209 -2.219 -0.902
98 H -6.309 -1.458 1.282
99 H 3.419 -6.041 1.040
100 H 4.780 -6.310 -1.015
101 H 4.608 -4.591 -2.803
102 H 4.890 -1.644 -1.200
103 H 4.682 0.033 -1.673
104 H 5.869 -0.980 -2.518
105 H 4.204 0.395 -4.243
106 H 3.066 1.001 -6.227
107 H 1.403 0.419 -6.317
108 H 2.663 -0.375 -7.261
109 H 1.313 -2.313 -5.837
110 H 1.191 -4.496 -4.974
111 H 0.593 -4.192 -3.341
112 H 2.140 -5.003 -3.567
113 H 0.054 -5.000 -0.028
114 H -1.062 -5.705 1.150
115 H 0.420 -6.560 0.703
116 H -0.687 -5.500 3.504
117 H -0.530 -5.056 5.832
118 H -0.057 -3.376 6.088
119 H 1.069 -4.671 6.480
120 H 2.522 -3.066 4.910
121 H 4.278 -2.431 3.486
122 H 3.521 -1.721 2.045
123 H 4.460 -3.194 1.896
124 H -3.854 -3.435 1.662
125 H -3.583 -3.769 3.380
126 H -2.220 -3.396 2.317
127 H -2.689 -1.977 4.864
128 H -3.035 -0.285 6.655
129 H -3.559 1.352 6.239
130 H -1.890 0.865 5.972
131 H -4.029 1.967 3.917
132 H -4.908 2.500 1.862
133 H -5.774 1.178 1.062
134 H -4.171 1.652 0.492
135 O 0.447 6.397 -0.676
136 S -0.389 5.214 -0.304
137 C -2.103 5.763 -0.365
138 C -2.386 7.108 -0.183
139 C -3.706 7.527 -0.216
140 C -4.726 6.604 -0.427
141 C -4.425 5.264 -0.620
142 C -3.103 4.834 -0.600
143 C -0.323 5.117 1.498
144 C 0.557 5.960 2.153
145 C 0.648 5.896 3.538
146 C -0.139 4.995 4.244
147 C -1.007 4.147 3.567
148 C -1.099 4.196 2.186
149 H -1.570 7.803 -0.029
150 H -3.944 8.575 -0.075
151 H -5.757 6.935 -0.449
152 H -5.217 4.545 -0.792
153 H -2.858 3.788 -0.756
154 H 1.153 6.650 1.569
155 H 1.332 6.550 4.064
156 H -0.066 4.943 5.324
157 H -1.590 3.415 4.113
158 H -1.727 3.489 1.653

***

(x)
DFT (the ωB97M-V functional and the def2-TZVPD basis) results for a molecular structure, C68H76AgGe2N2O4S5.

Results
E_HOMO ... -4.65 eV
LUMO level ... 2.113 eV
Total charge ... -1
Molecular weight ... 1398.79 g/mol

Atoms and positions in Å:
1 Ag -1.387 1.904 0.018
2 C -1.804 3.008 -4.787
3 N -1.258 3.601 -3.577
4 C 0.183 3.810 -3.544
5 C -1.888 3.492 -2.391
6 O -1.369 3.850 -1.331
7 C -3.322 2.971 -2.417
8 O -3.922 3.065 -1.144
9 C -4.301 4.377 -0.828
10 C -3.939 4.792 0.601
11 O -3.230 4.115 1.329
12 N -4.469 6.003 0.929
13 C -5.359 6.740 0.047
14 C -4.110 6.701 2.150
15 H -2.162 1.994 -4.603
16 H -2.620 3.618 -5.185
17 H -1.012 2.952 -5.529
18 H 0.695 2.843 -3.569
19 H 0.488 4.425 -4.391
20 H 0.437 4.307 -2.612
21 H -3.919 3.502 -3.169
22 H -3.293 1.907 -2.666
23 H -3.790 5.087 -1.489
24 H -5.382 4.480 -0.982
25 H -4.955 6.839 -0.963
26 H -6.346 6.273 -0.017
27 H -5.489 7.740 0.454
28 H -3.580 6.036 2.817
29 H -3.482 7.564 1.907
30 H -5.012 7.045 2.658
31 C -6.140 0.393 -4.260
32 C -4.869 -0.416 -4.231
33 C -3.875 -0.216 -5.181
34 C -2.694 -0.944 -5.159
35 C -1.611 -0.643 -6.160
36 C -2.503 -1.913 -4.165
37 C -3.504 -2.146 -3.220
38 C -3.363 -3.198 -2.156
39 C -4.663 -1.379 -3.257
40 C -1.287 -2.779 -4.253
41 C -1.368 -3.764 -5.238
42 C -0.297 -4.593 -5.516
43 C 0.870 -4.437 -4.795
44 C 0.960 -3.496 -3.768
45 C -0.115 -2.649 -3.484
46 Ge -0.050 -1.316 -1.965
47 S -1.175 0.445 -2.386
48 S -0.598 -2.470 -0.054
49 Ge 0.920 -1.065 0.872
50 S -0.035 0.697 1.730
51 S 2.004 -0.742 -1.107
52 C 2.076 -1.905 2.300
53 C 1.616 -2.954 3.107
54 C 2.428 -3.458 4.123
55 C 3.704 -2.964 4.324
56 C 4.163 -1.929 3.529
57 C 3.351 -1.376 2.543
58 C 3.874 -0.170 1.836
59 C 3.652 1.090 2.407
60 C 2.872 1.222 3.684
61 C 4.198 2.214 1.800
62 C 4.976 2.113 0.656
63 C 5.552 3.343 0.006
64 C 5.214 0.853 0.125
65 C 4.682 -0.292 0.704
66 C 5.015 -1.645 0.146
67 C 0.303 -3.634 2.903
68 C 0.298 -4.868 2.238
69 C 1.587 -5.478 1.752
70 C -0.904 -5.533 2.047
71 C -2.099 -5.012 2.525
72 C -3.402 -5.726 2.281
73 C -2.070 -3.819 3.228
74 C -0.884 -3.121 3.435
75 C -0.899 -1.854 4.243
76 C 2.264 -3.520 -3.042
77 C 2.488 -4.503 -2.075
78 C 1.359 -5.347 -1.550
79 C 3.776 -4.689 -1.582
80 C 4.843 -3.931 -2.038
81 C 6.248 -4.213 -1.577
82 C 4.590 -2.919 -2.957
83 C 3.319 -2.703 -3.465
84 C 3.059 -1.591 -4.444
85 H -6.111 1.125 -5.067
86 H -6.280 0.917 -3.312
87 H -7.006 -0.254 -4.414
88 H -4.024 0.526 -5.960
89 H -1.952 0.100 -6.882
90 H -1.299 -1.539 -6.695
91 H -0.739 -0.242 -5.635
92 H -2.583 -3.917 -2.402
93 H -4.302 -3.734 -2.010
94 H -3.090 -2.731 -1.208
95 H -5.429 -1.543 -2.505
96 H -2.296 -3.869 -5.788
97 H -0.370 -5.352 -6.285
98 H 1.734 -5.057 -5.004
99 H 2.045 -4.249 4.757
100 H 4.335 -3.378 5.101
101 H 5.155 -1.519 3.684
102 H 1.891 0.765 3.564
103 H 2.734 2.269 3.952
104 H 3.390 0.710 4.499
105 H 4.015 3.188 2.242
106 H 5.564 4.179 0.704
107 H 4.948 3.625 -0.860
108 H 6.570 3.162 -0.340
109 H 5.825 0.763 -0.768
110 H 5.571 -1.541 -0.784
111 H 4.110 -2.214 -0.065
112 H 5.616 -2.219 0.857
113 H 2.203 -4.737 1.238
114 H 1.391 -6.308 1.074
115 H 2.171 -5.855 2.594
116 H -0.911 -6.475 1.508
117 H -3.233 -6.773 2.030
118 H -3.933 -5.259 1.447
119 H -4.048 -5.676 3.158
120 H -2.993 -3.411 3.626
121 H -1.724 -1.861 4.956
122 H -1.025 -0.989 3.588
123 H 0.039 -1.721 4.782
124 H 0.595 -5.516 -2.307
125 H 0.872 -4.836 -0.715
126 H 1.726 -6.313 -1.199
127 H 3.943 -5.467 -0.843
128 H 6.255 -4.856 -0.697
129 H 6.779 -3.291 -1.337
130 H 6.810 -4.719 -2.367
131 H 5.412 -2.298 -3.301
132 H 3.988 -1.181 -4.839
133 H 2.521 -0.785 -3.937
134 H 2.434 -1.933 -5.270
135 O -2.993 4.836 4.588
136 S -2.220 3.747 3.924
137 C -1.313 2.974 5.298
138 C -1.262 3.616 6.522
139 C -0.610 3.006 7.582
140 C -0.038 1.752 7.413
141 C -0.119 1.104 6.189
142 C -0.750 1.720 5.119
143 C -0.731 4.573 3.284
144 C -0.588 5.926 3.529
145 C 0.535 6.593 3.058
146 C 1.489 5.900 2.325
147 C 1.325 4.546 2.066
148 C 0.217 3.871 2.557
149 H -1.745 4.580 6.622
150 H -0.555 3.505 8.542
151 H 0.462 1.271 8.245
152 H 0.310 0.118 6.068
153 H -0.802 1.239 4.148
154 H -1.356 6.441 4.093
155 H 0.659 7.647 3.270
156 H 2.368 6.417 1.960
157 H 2.059 4.005 1.484
158 H 0.102 2.809 2.376

***

Order from most stable to least stable according to the calculation: (w), (x)

***

(w)
DFT (the ωB97M-V functional and the def2-TZVPD basis) results for 2 unconnected molecules or ions with the total composition C3H5FO3.

Results
E_HOMO ... -8.90 eV
LUMO level ... 0.023 eV
Molecular weight ... 108.07 g/mol

Atoms and positions in Å:
1 C -0.054 1.461 -0.056
2 C -0.293 -1.786 0.148
3 C -1.043 -0.483 -0.330
4 O -0.662 2.362 -0.520
5 O 1.973 2.302 0.659
6 O 1.047 1.148 0.472
7 F -1.232 -0.555 -1.669
8 H 0.089 -1.606 1.140
9 H -1.115 -2.549 0.276
10 H 0.511 -2.128 -0.523
11 H -1.982 -0.203 0.138
12 H 2.761 2.037 0.267

***

(x)
DFT (the ωB97M-V functional and the def2-TZVPD basis) results for a single C3H5FO3 molecule.

Results
E_HOMO ... -9.98 eV
SMILES ... C[C@H]1OOO[C@H]1F
LUMO level ... 0.816 eV
Molecular weight ... 108.07 g/mol

Atoms and positions in Å:
1 C 0.700 -0.481 0.132
2 C 1.471 0.831 0.432
3 C -0.497 -0.115 -0.587
4 O 1.622 -1.245 -0.646
5 O 2.889 0.387 0.271
6 O 2.861 -1.003 -0.011
7 F 1.354 1.749 -0.573
8 H 0.481 -0.809 1.104
9 H 1.261 1.170 1.414
10 H -0.242 0.447 -1.547
11 H -1.079 0.536 0.137
12 H -1.160 -0.945 -0.752

***

Order from most stable to least stable according to the calculation: (w), (x)

***

(w)
DFT (the ωB97M-V functional and the def2-TZVPD basis) results for a molecular structure, C8H17NO.

Results
E_HOMO ... -8.21 eV
LUMO level ... 0.846 eV
Molecular weight ... 143.23 g/mol

Atoms and positions in Å:
1 C -0.516 2.572 0.543
2 C -1.343 -0.573 1.891
3 C -2.408 -0.377 1.184
4 C -3.458 -0.161 0.461
5 O -1.654 2.587 0.155
6 H -0.119 3.355 1.208
7 H 0.203 1.792 0.261
8 H 1.993 1.224 3.548
9 H -1.324 -0.382 2.953
10 H -0.434 -0.951 1.448
11 H 1.386 1.345 3.075
12 H -4.207 -0.921 0.296
13 H -3.622 0.797 -0.004
14 C -0.258 0.303 -2.148
15 C 2.832 -1.093 -0.512
16 N 1.015 0.176 -1.475
17 C 1.384 -1.041 -0.911
18 C 0.546 -2.048 -0.679
19 H 1.775 0.626 -1.968
20 H -0.376 -0.411 -2.972
21 H -0.349 1.314 -2.541
22 H -1.062 0.141 -1.429
23 H 3.043 -2.001 0.046
24 H 3.471 -1.075 -1.396
25 H 3.086 -0.232 0.106
26 H -0.489 -2.029 -0.966
27 H 0.884 -2.935 -0.174

***

(x)
DFT (the ωB97M-V functional and the def2-TZVPD basis) results for a molecular structure, C8H17NO.

Results
E_HOMO ... -8.75 eV
LUMO level ... 0.833 eV
Molecular weight ... 143.23 g/mol

Atoms and positions in Å:
1 C 0.233 -0.367 1.237
2 C -0.127 0.375 -1.308
3 C 0.753 0.288 -0.068
4 C -0.308 -1.781 1.015
5 C 1.420 -0.437 2.219
6 C -0.244 -0.912 -2.116
7 C -1.479 1.029 -1.094
8 N -0.863 0.443 1.777
9 C 0.921 2.399 -2.394
10 O 0.720 3.297 -1.704
11 H -0.539 1.384 1.983
12 H -1.197 0.040 2.647
13 H 1.044 1.311 0.204
14 H 1.673 -0.235 -0.347
15 H 0.495 1.048 -2.267
16 H -1.248 -1.747 0.472
17 H 0.408 -2.390 0.465
18 H -0.495 -2.266 1.974
19 H 1.096 -0.849 3.176
20 H 1.830 0.558 2.399
21 H 2.219 -1.070 1.832
22 H -0.594 -0.694 -3.129
23 H -0.960 -1.608 -1.682
24 H 0.718 -1.421 -2.194
25 H -1.381 1.996 -0.605
26 H -2.109 0.431 -0.438
27 H -1.983 1.179 -2.054

***

Order from most stable to least stable according to the calculation: (x), (w)